Computed, not measured: the molecule C4H6S in a non-equilibrium geometry, with ωB97M-V/def2-TZVPD.

Summary:
lowest unoccupied orbital energy = 0.90 eV
HOMO energy = -9.243 eV
molar mass = 86.16 g mol⁻¹
max |F| = 0.0314 hartree/bohr
total charge = 0

Geometry as XYZ:
```
11
Properties=species:S:1:pos:R:3:forces:R:3
S -2.54078 -0.10423 -0.27383 -0.9 0.0 0.1
C -0.82866 -0.57581 0.06818 -0.4 0.7 1.1
C 0.09044 0.62572 -0.09015 0.9 1.0 -0.8
C 2.58931 -0.32005 -0.19197 -1.0 0.6 0.0
C 1.48679 0.17503 -0.20763 0.8 -0.5 0.5
H 3.57440 -0.70582 -0.15518 0.2 -0.1 -0.1
H -0.61800 -1.32152 -0.68875 0.1 -0.1 0.0
H -0.71274 -1.02085 1.07468 -0.1 0.1 -0.6
H -0.14562 1.17137 -1.03464 -0.1 -0.4 0.6
H -2.92184 0.67334 0.78367 0.7 -0.4 -0.3
H 0.02670 1.40281 0.71562 -0.2 -0.9 -0.5
```
Forces are in eV/Å.


Computed, not measured: the molecule C4H6S in a non-equilibrium geometry, with ωB97M-V/def2-TZVPD.

Summary:
lowest unoccupied orbital energy = 0.60 eV
HOMO energy = -8.987 eV
molar mass = 86.16 g mol⁻¹
max |F| = 0.0954 hartree/bohr
total charge = 0

Geometry as XYZ:
```
11
Properties=species:S:1:pos:R:3:forces:R:3
S -2.01123 -0.49444 -0.04198 2.7 -2.4 1.4
C -0.93595 0.96282 0.06720 0.4 0.2 0.8
C 1.66627 0.17996 -0.07284 -4.7 0.4 1.2
C 0.46643 0.53788 -0.06572 4.3 -0.9 0.4
C 3.03664 -0.39725 0.03214 -1.6 0.3 2.3
H -1.15910 1.40334 1.10379 0.6 0.0 -1.8
H 3.59682 0.27790 0.81853 -0.7 -2.0 -1.5
H 3.28242 -0.16186 -0.93466 2.2 0.3 -2.3
H -0.80758 -1.34615 0.61523 -3.1 1.6 -1.5
H 3.01142 -1.55358 0.10988 0.2 2.1 0.5
H -1.14460 1.59079 -0.80575 -0.4 0.3 0.6
```
Forces are in eV/Å.


Computed, not measured: the molecule C4H6S2 in a non-equilibrium geometry, with ωB97M-V/def2-TZVPD.

Summary:
lowest unoccupied orbital energy = 0.87 eV
HOMO energy = -8.452 eV
molar mass = 118.23 g mol⁻¹
max |F| = 0.0451 hartree/bohr
total charge = 0

Geometry as XYZ:
```
12
Properties=species:S:1:pos:R:3:forces:R:3
S -0.36020 0.50908 -1.65135 -0.1 0.0 0.2
S 1.15649 -0.72180 0.92045 0.9 -0.3 0.2
C -0.56071 1.08402 0.04999 -1.0 0.3 -0.1
C 0.59903 0.98370 0.97672 1.7 1.3 0.7
C -0.45101 -1.35351 0.48859 -0.9 -1.1 0.1
C -1.20284 -0.23383 -0.18868 0.3 -0.3 -0.9
H -0.33030 -2.25175 -0.16114 -0.1 0.7 0.4
H -2.25859 -0.42515 -0.38961 0.2 0.5 0.4
H 1.49796 1.67270 0.66003 -1.8 -1.2 0.8
H -1.03870 -1.66772 1.38370 0.4 0.2 -0.5
H 0.25026 1.22325 2.02335 0.5 0.0 -1.0
H -1.16807 1.96982 0.21831 -0.1 -0.1 -0.3
```
Forces are in eV/Å.


Computed, not measured: the molecule C4H6S2 in a non-equilibrium geometry, with ωB97M-V/def2-TZVPD.

Summary:
lowest unoccupied orbital energy = 0.11 eV
HOMO energy = -8.968 eV
molar mass = 118.23 g mol⁻¹
max |F| = 0.1052 hartree/bohr
total charge = 0

Geometry as XYZ:
```
12
Properties=species:S:1:pos:R:3:forces:R:3
S 2.19781 -0.02724 -0.04330 2.2 1.7 1.6
S -1.95408 -0.14669 -0.03282 0.6 0.4 1.0
C -0.57865 -1.39574 0.17726 2.5 1.5 -0.9
C 0.61762 -0.42494 -0.36902 -4.6 -2.1 -1.9
C 0.51841 0.76450 0.47768 -1.1 0.8 -1.5
C -0.83313 1.45176 -0.06690 2.5 -4.2 -1.8
H -0.92152 1.70810 -1.10481 1.0 -0.3 -0.9
H 0.46571 -0.13211 -1.46616 -0.5 -0.8 1.5
H 0.37363 0.54913 1.51662 0.2 -0.2 0.4
H -0.22998 -1.81342 1.14195 -0.9 0.7 -0.1
H -0.76514 -2.21800 -0.48448 -0.3 -0.3 -0.4
H -1.16784 2.31557 0.30064 -1.6 2.8 3.0
```
Forces are in eV/Å.


Computed, not measured: the molecule C4H6S2 in a non-equilibrium geometry, with ωB97M-V/def2-TZVPD.

Summary:
lowest unoccupied orbital energy = 0.27 eV
HOMO energy = -8.847 eV
molar mass = 118.23 g mol⁻¹
max |F| = 0.0648 hartree/bohr
total charge = 0

Geometry as XYZ:
```
12
Properties=species:S:1:pos:R:3:forces:R:3
S 1.11472 -1.24828 1.21973 0.0 0.5 -0.3
S -1.83722 -0.96744 0.39340 1.8 0.9 -0.8
C 0.30650 0.02059 -1.19631 1.4 0.3 -1.3
C -0.10871 1.10138 0.99815 -0.8 2.5 2.0
C 0.01714 -0.11040 0.26979 -0.8 -3.0 0.1
C -0.38835 2.03072 1.74267 0.5 -1.8 -1.9
H -0.46196 0.75123 -1.43944 0.5 0.5 -1.0
H 1.40657 0.28183 -1.46318 -1.9 0.3 0.8
H -1.62235 -0.63301 1.63579 -0.6 -0.2 1.2
H 0.14578 -0.84469 -1.86722 -0.3 -0.1 1.0
H 0.93125 -2.23485 0.34183 0.1 -0.2 0.0
H -0.76404 2.88581 2.24251 0.2 0.2 0.3
```
Forces are in eV/Å.


Computed, not measured: the molecule C4H6S3 in a non-equilibrium geometry, with ωB97M-V/def2-TZVPD.

Summary:
lowest unoccupied orbital energy = -0.60 eV
HOMO energy = -9.003 eV
molar mass = 150.29 g mol⁻¹
max |F| = 0.0911 hartree/bohr
total charge = 0

Geometry as XYZ:
```
13
Properties=species:S:1:pos:R:3:forces:R:3
S -1.71012 -0.91749 -0.52605 1.7 1.1 1.7
S 1.00023 -1.64902 1.74984 -0.1 -4.2 0.2
S 0.11497 1.51989 -2.05527 -3.4 1.2 -0.3
C 1.32998 0.89317 0.48190 -0.2 1.5 2.2
C 0.06013 1.27664 -0.31945 -0.3 1.7 3.3
C -0.58379 0.04010 0.24674 -1.6 -1.5 -2.0
C 0.42590 -0.12866 1.37966 -1.0 4.2 -1.9
H -1.39897 1.89127 -2.02846 3.3 -0.8 -0.5
H -0.34671 2.18335 0.31434 0.4 -1.4 -1.6
H 2.03359 0.43880 -0.12526 1.2 -1.7 -1.1
H -0.03019 0.39952 2.23549 0.5 0.1 -0.1
H 1.95939 1.71261 0.99681 -1.5 -1.0 -0.5
H -0.09169 -2.36707 1.17751 1.3 0.8 0.7
```
Forces are in eV/Å.


What did the fourth record say?
Computed, not measured: the molecule C4H6S2 in a non-equilibrium geometry, with ωB97M-V/def2-TZVPD.

Summary:
lowest unoccupied orbital energy = 0.11 eV
HOMO energy = -8.968 eV
molar mass = 118.23 g mol⁻¹
max |F| = 0.1052 hartree/bohr
total charge = 0

Geometry as XYZ:
```
12
Properties=species:S:1:pos:R:3:forces:R:3
S 2.19781 -0.02724 -0.04330 2.2 1.7 1.6
S -1.95408 -0.14669 -0.03282 0.6 0.4 1.0
C -0.57865 -1.39574 0.17726 2.5 1.5 -0.9
C 0.61762 -0.42494 -0.36902 -4.6 -2.1 -1.9
C 0.51841 0.76450 0.47768 -1.1 0.8 -1.5
C -0.83313 1.45176 -0.06690 2.5 -4.2 -1.8
H -0.92152 1.70810 -1.10481 1.0 -0.3 -0.9
H 0.46571 -0.13211 -1.46616 -0.5 -0.8 1.5
H 0.37363 0.54913 1.51662 0.2 -0.2 0.4
H -0.22998 -1.81342 1.14195 -0.9 0.7 -0.1
H -0.76514 -2.21800 -0.48448 -0.3 -0.3 -0.4
H -1.16784 2.31557 0.30064 -1.6 2.8 3.0
```
Forces are in eV/Å.


Q: Among the records above, which one has the lowest max |F|?
A: number 1


Please write out number 4 again, unchanged.
Computed, not measured: the molecule C4H6S2 in a non-equilibrium geometry, with ωB97M-V/def2-TZVPD.

Summary:
lowest unoccupied orbital energy = 0.11 eV
HOMO energy = -8.968 eV
molar mass = 118.23 g mol⁻¹
max |F| = 0.1052 hartree/bohr
total charge = 0

Geometry as XYZ:
```
12
Properties=species:S:1:pos:R:3:forces:R:3
S 2.19781 -0.02724 -0.04330 2.2 1.7 1.6
S -1.95408 -0.14669 -0.03282 0.6 0.4 1.0
C -0.57865 -1.39574 0.17726 2.5 1.5 -0.9
C 0.61762 -0.42494 -0.36902 -4.6 -2.1 -1.9
C 0.51841 0.76450 0.47768 -1.1 0.8 -1.5
C -0.83313 1.45176 -0.06690 2.5 -4.2 -1.8
H -0.92152 1.70810 -1.10481 1.0 -0.3 -0.9
H 0.46571 -0.13211 -1.46616 -0.5 -0.8 1.5
H 0.37363 0.54913 1.51662 0.2 -0.2 0.4
H -0.22998 -1.81342 1.14195 -0.9 0.7 -0.1
H -0.76514 -2.21800 -0.48448 -0.3 -0.3 -0.4
H -1.16784 2.31557 0.30064 -1.6 2.8 3.0
```
Forces are in eV/Å.